# C4H12NSi

A gas-phase ion, C4H12NSi (charge +1) (wB97M-V/def2-TZVPD, the OMol25 dataset).

Summary:
Structure (SMILES): C=CCC[SiH2][NH3+]
ΔE to the lowest compared entry with this formula, charge and spin (kcal per mole): 10.4
Kohn-Sham gap (eV): 10.5423
E_LUMO (Ha): -0.127
Energy (Eh): -503.5596
Charge: +1

Geometry as XYZ:
```
18
Properties=species:S:1:pos:R:3:forces:R:3
C 2.297 -0.667 0.710 -0.2967 -1.5038 1.3278
C 1.436 -0.094 -0.113 -0.3508 1.5063 -0.7187
C 0.682 1.212 0.348 -0.0867 0.8715 -0.9798
C -0.829 1.525 -0.048 -1.0354 -1.3405 0.7533
Si -1.799 -0.130 0.123 -0.5569 2.3477 -0.5433
N -0.974 -1.404 -0.936 1.4283 -0.1307 1.1218
H 3.008 -1.420 0.304 -0.5066 0.5938 0.7071
H 2.147 -0.545 1.841 0.8239 0.0423 -1.8179
H 1.539 -0.353 -1.235 -0.0606 0.8818 1.5416
H 0.716 1.417 1.405 0.2391 -0.9275 0.6841
H 1.404 1.988 0.021 -0.8196 -0.0270 -0.4169
H -1.030 1.967 -1.015 0.4057 0.0282 -0.3945
H -1.484 2.180 0.660 1.7284 -0.8877 -0.7221
H -1.648 -0.587 1.470 0.1296 -0.6307 0.6065
H -3.219 -0.058 -0.310 0.3430 -0.2161 0.0110
H -1.348 -1.717 -1.802 -0.5220 0.3082 -1.2691
H -0.924 -2.271 -0.401 0.3070 -0.0733 0.2523
H 0.026 -1.042 -1.023 -1.1698 -0.8426 -0.1429
```
Forces are in eV/Å.

Here are the natural (NBO) charges for atoms 1 to 5, given in e: atom 1 (C): -0.31, atom 2 (C): -0.32, atom 3 (C): -0.47, atom 4 (C): -0.84, atom 5 (Si): 1.22



# C4H12O

2 unconnected molecules or ions with the total composition C4H12O (wB97M-V/def2-TZVPD, the OMol25 dataset).

Summary:
Structure (SMILES): CCO.CC
ΔE to the lowest compared entry with this formula, charge and spin (kcal per mole): 15.8
Kohn-Sham gap (eV): 11.2150
E_LUMO (Ha): 0.034
Energy (Eh): -234.8075

Geometry as XYZ:
```
17
Properties=species:S:1:pos:R:3:forces:R:3
C -1.590 1.144 0.058 1.3756 0.7992 0.2088
C -0.585 1.610 1.129 0.1860 -0.0733 -0.0124
O 0.485 2.357 0.551 0.1117 0.1339 -0.0221
H -2.057 0.207 0.358 -0.5302 0.3407 -0.1830
H -0.942 0.976 -0.796 -0.0837 -0.5205 -0.3327
H -2.203 1.989 -0.268 -0.5311 -0.4642 0.3417
H -0.994 2.297 1.873 -0.2920 -0.2211 -0.0521
H -0.186 0.739 1.662 -0.0522 0.0770 0.0185
H 1.166 1.768 0.209 -0.2076 -0.0673 0.0185
C 0.883 -1.597 -0.903 -0.1196 -1.4812 0.3622
C 0.862 -3.137 -0.684 0.5064 0.5287 -0.6573
H 1.868 -1.197 -0.716 0.2765 0.2485 0.0307
H 0.608 -1.419 -1.933 -0.1657 0.3991 -0.1296
H 0.161 -1.166 -0.221 -0.0394 0.4382 -0.0213
H -0.175 -3.473 -0.641 0.2028 -0.2421 0.2338
H 1.471 -3.475 0.152 -0.4460 0.1715 0.4625
H 1.351 -3.625 -1.526 -0.1914 -0.0672 -0.2661
```
Forces are in eV/Å.

Here are the natural (NBO) charges for atoms 1 to 5, given in e: atom 1 (C): -0.65, atom 2 (C): -0.06, atom 3 (O): -0.73, atom 4 (H): 0.21, atom 5 (H): 0.21



# C4H12O

2 unconnected molecules or ions with the total composition C4H12O (wB97M-V/def2-TZVPD, the OMol25 dataset).

Summary:
Structure (SMILES): CCC.CO
ΔE to the lowest compared entry with this formula, charge and spin (kcal per mole): 51.0
Kohn-Sham gap (eV): 10.5540
E_LUMO (Ha): 0.033
Energy (Eh): -234.7513

Geometry as XYZ:
```
17
Properties=species:S:1:pos:R:3:forces:R:3
C 0.380 0.934 0.256 -1.9870 -0.7454 0.4338
C 1.421 1.266 1.296 0.5767 -2.2756 1.5606
C 2.770 0.523 1.005 -3.8429 -0.9362 -3.4798
H -0.522 1.588 0.412 0.7285 -0.4159 -0.3386
H -0.043 -0.118 0.506 1.3800 1.7619 -0.6099
H 0.674 0.997 -0.823 -0.0058 -0.1076 1.0239
H 1.644 2.312 1.353 -0.1825 0.6491 0.2583
H 1.038 0.858 2.334 0.5781 1.2024 -1.9016
H 2.612 -0.262 0.158 0.1908 1.1439 1.5244
H 3.428 1.198 0.611 1.9988 1.7174 -0.9256
H 3.162 0.048 1.799 1.3753 -1.5586 2.8363
C -2.255 -1.098 -0.609 1.3758 3.1711 2.7945
O -2.076 -1.602 -1.837 -0.7824 1.4023 -5.4946
H -1.258 -0.515 -0.234 -2.6249 -2.3768 -0.4857
H -2.689 -1.899 -0.026 0.5125 -0.0207 0.9580
H -2.950 -0.249 -0.540 -0.4137 -0.2445 -0.2800
H -2.380 -0.894 -2.544 1.1226 -2.3667 2.1260
```
Forces are in eV/Å.

Here are the natural (NBO) charges for atoms 1 to 5, given in e: atom 1 (C): -0.61, atom 2 (C): -0.40, atom 3 (C): -0.59, atom 4 (H): 0.20, atom 5 (H): 0.20



# C4H12O2

3 unconnected molecules or ions with the total composition C4H12O2 (wB97M-V/def2-TZVPD, the OMol25 dataset).

Summary:
ΔE to the lowest compared entry with this formula, charge and spin (kcal per mole): 29.0
Kohn-Sham gap (spin up / spin down) (eV): 2.3953 / 7.2223
E_LUMO (spin up / spin down) (Ha): 0.140 / 0.137
Energy (Eh): -309.9822
Charge: -1
2S+1: 2
Expectation value of S²: 0.75

Geometry as XYZ:
```
18
Properties=species:S:1:pos:R:3:forces:R:3
C -1.674 -0.592 0.032 -0.1729 -0.0756 0.3168
C -1.399 0.911 0.102 1.6667 -0.2758 -0.3532
C -0.085 1.314 -0.563 -1.4638 -0.3386 1.0407
C 0.531 2.463 -0.090 0.8193 0.2846 -0.7485
H -2.708 -0.787 0.330 -0.2832 -0.1503 -0.5456
H -1.399 -1.009 -0.946 -0.4307 0.0881 0.1488
H -1.114 -1.185 0.760 0.2312 0.2103 -0.1405
H -1.303 1.214 1.167 -0.4384 0.1225 -0.1560
H -2.206 1.471 -0.380 -0.5265 0.0849 0.2761
H 0.181 0.716 -1.423 0.3798 0.2240 -0.1410
H 1.388 2.861 -0.634 0.0238 0.0517 0.1766
H 0.114 3.129 0.662 -0.1609 -0.2792 0.0035
H 1.482 -1.721 -0.533 -0.3413 0.0899 0.0388
H 1.501 -1.835 -2.056 -0.1171 -0.0162 0.2121
O 1.203 -2.299 -1.262 0.3478 -0.0258 -0.1375
H 0.336 -0.382 1.651 0.4657 0.1965 -0.3597
H 1.080 -1.582 2.239 0.1339 0.5466 -0.5911
O 1.153 -0.897 1.543 -0.1334 -0.7378 0.9596
```
Forces are in eV/Å.

Here are the natural (NBO) charges for atoms 1 to 5, given in e: atom 1 (C): -0.61, atom 2 (C): -0.44, atom 3 (C): -0.40, atom 4 (C): -0.72, atom 5 (H): 0.17



# C4H12O2

2 unconnected molecules or ions with the total composition C4H12O2 (wB97M-V/def2-TZVPD, the OMol25 dataset).

Summary:
Structure (SMILES): CCCCO.O
ΔE to the lowest compared entry with this formula, charge and spin (kcal per mole): 9.7
Kohn-Sham gap (eV): 11.1033
E_LUMO (Ha): 0.025
Energy (Eh): -310.0575

Geometry as XYZ:
```
18
Properties=species:S:1:pos:R:3:forces:R:3
C 1.345 -0.131 2.168 0.2945 -0.0335 0.4899
C 0.818 -0.258 0.741 -0.7614 -0.4965 0.0552
C -0.723 -0.150 0.642 0.0637 -0.1658 0.9504
C -1.213 0.441 -0.659 -0.4254 0.0740 0.1370
O -2.460 1.107 -0.428 0.1525 -0.3406 0.0405
H 0.663 0.415 2.816 -0.2613 -0.0236 0.0019
H 2.263 0.439 2.218 0.3744 0.1505 -0.2236
H 1.588 -1.076 2.670 -0.3275 0.0189 -0.2705
H 1.231 0.521 0.108 0.2754 0.0363 -0.0597
H 1.107 -1.242 0.345 0.1946 0.3350 -0.1560
H -1.187 -1.128 0.808 0.0794 0.0155 -0.1345
H -1.107 0.440 1.490 0.1799 0.2304 -0.4194
H -1.331 -0.372 -1.378 -0.1010 0.0129 -0.2704
H -0.496 1.150 -1.060 0.2501 0.1470 -0.0846
H -2.851 1.328 -1.276 -0.0196 0.0413 -0.0596
O 1.022 -0.249 -3.256 -0.1769 -0.1851 0.1413
H 0.093 -0.434 -3.458 0.3438 0.0103 0.1210
H 1.238 -0.803 -2.491 -0.1351 0.1732 -0.2589
```
Forces are in eV/Å.

Here are the natural (NBO) charges for atoms 1 to 5, given in e: atom 1 (C): -0.61, atom 2 (C): -0.40, atom 3 (C): -0.42, atom 4 (C): -0.06, atom 5 (O): -0.72



# C4H12O2

3 unconnected molecules or ions with the total composition C4H12O2 (wB97M-V/def2-TZVPD, the OMol25 dataset).

Summary:
Structure (SMILES): C/C=C/C.O.O
ΔE to the lowest compared entry with this formula, charge and spin (kcal per mole): 21.9
Kohn-Sham gap (eV): 9.7276
E_LUMO (Ha): 0.028
Energy (Eh): -310.0380

Geometry as XYZ:
```
18
Properties=species:S:1:pos:R:3:forces:R:3
C 2.538 1.285 -0.359 -0.9660 -0.0538 0.1783
C 1.206 1.127 0.360 0.8318 -1.0840 -0.1468
C 1.027 0.049 1.123 -0.6273 1.0504 -0.6543
C -0.251 -0.212 1.845 0.2979 -0.1570 1.4064
H 2.664 2.292 -0.746 0.4148 0.0894 0.2003
H 3.313 0.947 0.325 0.3317 0.4521 -0.1004
H 2.564 0.605 -1.202 0.0036 -0.0532 -0.3393
H 0.382 1.805 0.187 0.0330 0.1831 -0.0412
H 1.855 -0.646 1.231 -0.0948 -0.0414 0.1826
H -0.304 -1.271 2.114 -0.3302 0.1459 0.0132
H -0.231 0.369 2.784 0.0586 -0.4417 -0.0252
H -1.180 0.116 1.394 0.0439 -0.0920 -0.6752
O 0.484 -5.213 -1.679 -0.2712 0.0585 -0.8092
H -0.356 -4.948 -2.090 0.4486 -0.1314 0.3453
H 0.356 -5.142 -0.738 -0.1770 0.0764 0.4643
O -4.737 2.539 -1.398 1.1699 1.1318 -0.2427
H -3.936 3.108 -1.504 -0.5326 -1.0012 0.2551
H -5.394 3.191 -1.648 -0.6349 -0.1321 -0.0115
```
Forces are in eV/Å.

Here are the natural (NBO) charges for atoms 1 to 5, given in e: atom 1 (C): -0.64, atom 2 (C): -0.18, atom 3 (C): -0.19, atom 4 (C): -0.65, atom 5 (H): 0.21



Table of max |F| (eV Å⁻¹), in record order: 2.473; 1.605; 5.724; 1.828; 0.967; 1.646